An isolated molecule of C3H7N3O, computed with the ωB97M-V functional and the def2-TZVPD basis.

Last column: natural (NBO) charge in e.
CARTESIAN COORDINATES (ANGSTROEM)
1 C 2.52 -1.65 0.61  -0.474
2 C 1.86 -0.51 0.75  0.000
3 N 0.42 -0.59 0.96  -0.492
4 N -0.36 0.70 0.38  -0.087
5 N -1.51 0.53 -0.05  0.297
6 C -2.12 1.83 -0.35  -0.453
7 O -2.23 -0.46 -0.18  -0.491
8 H 3.57 -1.40 0.40  0.213
9 H 2.02 -2.52 0.23  0.203
10 H 2.38 0.38 0.99  0.206
11 H -0.05 -1.45 0.55  0.385
12 H -1.41 2.58 -0.65  0.233
13 H -2.91 1.85 -1.15  0.230
14 H -2.68 1.97 0.59  0.229

Its HOMO-LUMO gap is 9.83 eV. The LUMO energy is 1.02 eV. The strongest force on any atom is 4.88 eV/Å. As for the SMILES: C=CN/N=[N+](/C)[O-]. Its molecular weight is 101.11 g mol⁻¹. As for the energy above the lowest of the compared OMol25 structures with the same formula, charge and spin: 136.2 kcal per mole. The HOMO energy is -8.8121 eV.


A cluster of 2 separate species, C3H7N3O in total, computed with the ωB97M-V functional and the def2-TZVPD basis.

Last column: natural (NBO) charge in e.
CARTESIAN COORDINATES (ANGSTROEM)
1 C 1.41 1.14 0.22  -0.564
2 C 1.35 -0.19 0.25  0.003
3 N 0.85 -0.98 -0.83  -0.345
4 O 0.71 -2.38 -0.76  -0.545
5 H 1.08 1.70 -0.64  0.202
6 H 1.64 1.69 1.12  0.215
7 H 1.66 -0.78 1.11  0.203
8 H 0.52 -0.55 -1.68  0.378
9 H 1.51 -2.79 -0.42  0.466
10 N -1.35 0.21 1.14  -0.720
11 C -2.08 0.49 0.19  0.632
12 N -3.09 1.05 -0.21  -0.729
13 H -0.49 0.67 1.38  0.412
14 H -3.74 0.70 -0.88  0.391

Its HOMO-LUMO gap is 8.90 eV. The LUMO energy is 0.74 eV. The strongest force on any atom is 3.63 eV/Å. As for the SMILES: C=CNO.N=C=N. Its molecular weight is 101.11 g mol⁻¹. As for the energy above the lowest of the compared OMol25 structures with the same formula, charge and spin: 115.7 kcal per mole. The HOMO energy is -8.1599 eV.


An isolated molecule of C3H7N3O, computed with the ωB97M-V functional and the def2-TZVPD basis.

Last column: natural (NBO) charge in e.
CARTESIAN COORDINATES (ANGSTROEM)
1 C 2.00 0.48 -0.16  -0.408
2 N 0.81 0.66 0.66  -0.635
3 C -0.34 0.01 0.21  0.610
4 O -0.31 -0.82 -0.99  -0.526
5 N -1.10 -1.06 0.92  -0.604
6 C -1.65 -0.81 -0.44  0.310
7 N -1.64 0.65 -0.22  -0.636
8 H 1.78 0.79 -1.19  0.210
9 H 2.36 -0.55 -0.19  0.189
10 H 2.79 1.13 0.23  0.205
11 H 0.98 0.39 1.63  0.384
12 H -1.73 -0.62 1.59  0.351
13 H -2.44 -1.39 -0.92  0.200
14 H -1.50 1.13 -1.12  0.349

Its HOMO-LUMO gap is 10.56 eV. The LUMO energy is 1.04 eV. The strongest force on any atom is 0.75 eV/Å. Its molecular weight is 101.11 g mol⁻¹. As for the energy above the lowest of the compared OMol25 structures with the same formula, charge and spin: 94.0 kcal per mole. The HOMO energy is -9.5127 eV.


A structure of composition C3H7N3O, computed with the ωB97M-V functional and the def2-TZVPD basis.

Last column: natural (NBO) charge in e.
CARTESIAN COORDINATES (ANGSTROEM)
1 N -0.50 -0.14 0.15  -0.600
2 N -0.43 -1.88 0.72  -0.397
3 C 0.63 0.29 -0.36  0.591
4 N 0.41 -2.02 1.82  -0.631
5 C 0.21 1.71 -0.74  -0.238
6 C -0.62 1.98 -1.74  -0.355
7 O 1.76 -0.15 -0.30  -0.652
8 H -1.37 -0.91 0.55  0.537
9 H 0.05 -2.29 -0.08  0.387
10 H 1.29 -1.51 1.72  0.382
11 H -0.06 -1.75 2.67  0.359
12 H 0.68 2.49 -0.15  0.217
13 H -0.87 2.99 -2.02  0.201
14 H -1.17 1.19 -2.25  0.199

Its HOMO-LUMO gap is 9.77 eV. The LUMO energy is 0.60 eV. The strongest force on any atom is 5.02 eV/Å. Its molecular weight is 101.11 g mol⁻¹. As for the energy above the lowest of the compared OMol25 structures with the same formula, charge and spin: 139.8 kcal per mole. The HOMO energy is -9.1731 eV.


An isolated molecule of C3H7N3O, computed with the ωB97M-V functional and the def2-TZVPD basis.

Last column: natural (NBO) charge in e.
CARTESIAN COORDINATES (ANGSTROEM)
1 N 1.76 0.89 0.06  -0.740
2 N 1.87 -0.39 -0.64  -0.202
3 C 0.72 -1.08 -0.31  -0.019
4 C -0.59 -1.15 0.44  -0.584
5 C -1.48 0.03 -0.13  0.679
6 N -1.11 1.38 -0.07  -0.897
7 O -2.61 -0.25 -0.43  -0.582
8 H 1.05 0.90 0.89  0.356
9 H 2.77 1.13 0.17  0.383
10 H 0.97 -1.82 -1.06  0.199
11 H -0.27 -1.24 1.65  0.261
12 H -0.92 -2.30 0.21  0.285
13 H -1.96 1.90 -0.68  0.414
14 H -0.22 2.00 -0.09  0.447

Its HOMO-LUMO gap is 9.65 eV. The LUMO energy is 0.66 eV. The strongest force on any atom is 7.95 eV/Å. As for the SMILES: N/N=C\CC(N)=O. Its molecular weight is 101.11 g mol⁻¹. As for the energy above the lowest of the compared OMol25 structures with the same formula, charge and spin: 116.3 kcal per mole. The HOMO energy is -8.9884 eV.


An isolated molecule of C3H7N3O, computed with the ωB97M-V functional and the def2-TZVPD basis.

Last column: natural (NBO) charge in e.
CARTESIAN COORDINATES (ANGSTROEM)
1 N -2.24 0.41 0.27  -0.673
2 N -1.08 -0.01 -0.29  -0.132
3 C -0.48 -1.17 0.14  0.002
4 C 0.82 -1.28 0.05  -0.348
5 C 1.40 0.03 -0.46  0.243
6 O 2.31 0.56 0.37  -0.689
7 N 0.03 0.92 -0.39  -0.521
8 H -2.10 0.85 1.25  0.329
9 H -2.98 0.86 -0.29  0.386
10 H -1.30 -1.87 0.31  0.217
11 H 1.52 -2.09 0.07  0.228
12 H 1.64 -0.07 -1.57  0.158
13 H 2.53 1.47 0.06  0.481
14 H -0.08 1.38 0.50  0.318

Its HOMO-LUMO gap is 8.94 eV. The LUMO energy is 0.97 eV. The strongest force on any atom is 5.28 eV/Å. As for the SMILES: NN1C=C[C@H](O)N1. Its molecular weight is 101.11 g mol⁻¹. As for the energy above the lowest of the compared OMol25 structures with the same formula, charge and spin: 101.8 kcal per mole. The HOMO energy is -7.9735 eV.


An isolated molecule of C3H7N3O2, computed with the ωB97M-V functional and the def2-TZVPD basis.

Last column: natural (NBO) charge in e.
CARTESIAN COORDINATES (ANGSTROEM)
1 N 0.63 1.18 1.26  -0.928
2 C -0.38 1.66 0.44  0.683
3 O -0.66 2.84 0.33  -0.512
4 C -1.35 0.53 0.00  -0.363
5 N -1.02 -0.06 -1.34  -0.437
6 C -0.19 -0.99 -1.38  0.250
7 N 0.65 -1.33 -0.26  -0.383
8 O 1.47 -2.46 -0.54  -0.573
9 H 0.56 1.32 2.23  0.407
10 H 1.43 1.69 0.91  0.384
11 H -2.41 0.89 -0.20  0.227
12 H -1.31 -0.24 0.74  0.211
13 H 0.03 -1.51 -2.35  0.184
14 H 1.22 -0.50 -0.08  0.375
15 H 1.32 -3.03 0.24  0.474

Its HOMO-LUMO gap is 10.04 eV. The LUMO energy is 0.57 eV. The strongest force on any atom is 4.63 eV/Å. As for the SMILES: NC(=O)C/N=C\NO. Its molecular weight is 117.11 g mol⁻¹. As for the energy above the lowest of the compared OMol25 structures with the same formula, charge and spin: 102.9 kcal per mole. The HOMO energy is -9.4762 eV.


An isolated molecule of C3H7N3O2, computed with the ωB97M-V functional and the def2-TZVPD basis.

Last column: natural (NBO) charge in e.
CARTESIAN COORDINATES (ANGSTROEM)
1 C -0.55 -1.64 -0.92  -0.291
2 O -0.59 -0.16 -0.82  -0.467
3 C 0.27 0.36 0.03  0.791
4 N 1.09 -0.39 0.80  -0.708
5 C 0.22 -1.05 1.70  0.510
6 O -0.97 -1.12 1.74  -0.626
7 N 0.17 1.76 0.20  -0.456
8 N 0.29 2.67 -0.90  -0.647
9 H -1.12 -2.15 -0.10  0.240
10 H 0.55 -1.92 -0.89  0.206
11 H -0.77 -2.03 -1.87  0.200
12 H 0.84 -1.34 2.71  0.106
13 H 0.86 1.94 0.93  0.387
14 H -0.73 3.26 -0.83  0.380
15 H 0.44 1.81 -1.78  0.374

Its HOMO-LUMO gap is 9.86 eV. The LUMO energy is 0.29 eV. The strongest force on any atom is 5.18 eV/Å. As for the SMILES: CO/C(=N\C=O)NN. Its molecular weight is 117.11 g mol⁻¹. As for the energy above the lowest of the compared OMol25 structures with the same formula, charge and spin: 133.2 kcal per mole. The HOMO energy is -9.5677 eV.


> Look up the HOMO energy of the first one.

-8.8121 eV